Record 1
Computed, not measured: a structure of composition C41H41LiN2O4S3, with ωB97M-V/def2-TZVPD.

The geometry in ORCA input format:
```
! RIJCOSX wB97M-V def2-TZVPD def2/J DEFGRID3
* xyz 0 1
S 0.53650 -3.14638 -2.02493
S 1.90899 -0.17267 -1.61657
S -2.82638 -0.18647 -0.98339
O -0.24300 0.93964 -2.40691
O -1.13743 3.05917 -2.22785
O -2.03656 -1.04947 -1.91832
O 3.08821 -1.06402 -1.46177
N -1.01460 -5.27627 -2.44701
N 1.23447 -5.65611 -2.43710
C 0.76322 4.88910 1.61504
C -2.26156 -4.54942 -2.27588
C 0.19901 0.79239 0.58997
C 2.67064 1.45215 -1.76737
C -3.70451 -0.85343 1.53850
C -1.27931 1.52348 3.97510
C -0.61204 1.83428 -0.15020
C -2.03392 1.44050 -0.72770
C -0.27995 5.79479 1.48756
C 0.50169 -0.04054 4.26840
C 2.64073 -5.33021 -2.22928
C -3.12719 2.39848 -0.50559
C -0.07299 0.74126 2.01100
C -2.74021 -1.08529 0.56919
C -1.09973 1.50948 2.62072
C 3.04490 -5.37101 -0.75909
C -1.46772 5.38391 0.91182
C -3.74882 -1.65804 2.66274
C -2.84772 -2.70648 2.83059
C 0.62445 3.59959 1.12891
C -2.92426 3.63259 -0.04008
C 1.73981 -0.85519 2.31082
C 0.72478 -0.05485 2.87202
C -0.84484 1.82149 -1.66111
C 4.58226 5.22872 -2.41944
C -3.00247 -4.98277 -1.01603
C -1.84972 -2.13415 0.70483
C 1.96673 -0.83127 0.97190
C -0.46745 0.74511 4.81875
C 3.98519 3.86495 -2.19985
C -2.89170 -3.56428 4.06336
C -1.89862 -2.92761 1.83747
C 1.23984 0.01267 0.10152
C -0.54109 3.19047 0.48804
C 3.28345 2.09600 -0.70745
C 3.91684 3.30966 -0.92535
C 3.44488 3.15419 -3.26756
C -1.62033 4.08757 0.41824
C 0.22536 -4.76701 -2.31058
C 2.77863 1.95974 -3.05281
C -0.04028 3.91246 -2.48400
Li -0.40482 -0.76611 -2.44765
H -2.35332 -4.49938 3.91377
H -4.49961 -1.47445 3.42292
H 4.10051 -5.11624 -0.66193
H -4.41589 -0.04372 1.41633
H 0.73133 3.82152 -1.71519
H 1.00209 -6.63596 -2.45520
H -4.12331 2.06287 -0.77204
H -2.02744 -3.48776 -2.23259
H -2.30574 6.06796 0.83999
H 2.46195 -4.63812 -0.20151
H -0.43338 4.92971 -2.47867
H 4.37545 3.82972 -0.09218
H -0.16954 6.80940 1.84889
H 5.27052 5.49520 -1.61829
H 3.78575 5.97617 -2.43989
H -1.76370 2.10375 2.01142
H 1.44256 2.90127 1.24140
H 3.22876 -6.04230 -2.80936
H 2.76228 -1.41882 0.53131
H 0.39972 3.69139 -3.45588
H 1.13325 -0.66424 4.89187
H -3.94079 -4.43332 -0.93151
H -2.88641 -4.72745 -3.15399
H -2.40644 -4.77216 -0.12894
H -1.12509 -2.33246 -0.07440
H 2.35608 -1.46576 2.96082
H -3.22897 -6.05117 -1.04306
H 2.80865 -4.32818 -2.61778
H 3.27235 1.65093 0.28045
H 5.11074 5.27265 -3.37145
H -1.18128 -3.73454 1.94285
H -3.91832 -3.79493 4.34857
H -3.75034 4.32793 0.05162
H -2.06940 2.12976 4.40107
H -2.42473 -3.03648 4.89906
H 1.68990 5.18531 2.09057
H -0.62733 0.75981 5.88971
H 3.52679 3.55745 -4.27040
H 2.88189 -6.36247 -0.33201
H -1.09736 -6.27228 -2.57990
H 2.32645 1.41461 -3.87208
*
```

Output
**F_max**: 0.856 eV/Å
**HOMO level**: -0.2619 hartree
**E**: -3199.53199 Eh
**Kohn-Sham gap**: 7.51 eV
**Molar mass**: 728.93 g mol⁻¹

Löwdin population analysis, charges in e, atoms 1 to 4: atom 1 (S): 0.738, atom 2 (S): 0.930, atom 3 (S): 1.102, atom 4 (O): -0.242

=====

Record 2
Computed, not measured: a structure of composition C41H41N3O3P2S3Sc at a distorted geometry, with ωB97M-V/def2-TZVPD.

The geometry in ORCA input format:
```
! RIJCOSX wB97M-V def2-TZVPD def2/J DEFGRID3
* xyz 1 1
Sc -0.50245 -1.47799 -0.47602
S -2.54057 -0.07374 -1.61998
S 2.03065 -1.36826 -1.12564
S -4.21608 -1.35592 2.82439
P -1.46522 1.26011 -0.52712
P 1.54693 0.58575 -0.77507
O -0.11890 -1.19153 -3.28711
O -1.05104 -4.19627 0.98634
O -1.21942 -3.34463 -1.71330
N 0.35687 -1.80321 1.71157
N -2.18345 -1.29961 1.18967
N 0.35431 -1.01124 3.77818
C -1.93635 3.06931 -2.62648
C -3.94084 1.75829 3.47907
C -1.76098 0.96955 2.29415
C 2.18750 0.96429 -3.48643
C -2.38641 1.51975 1.04261
C -1.02488 -4.71612 -1.28511
C 1.59059 -1.63214 3.61790
C 2.80714 1.24609 0.36008
C -4.34432 2.29042 2.33292
C 2.44151 1.85912 1.55063
C -2.66590 0.97531 3.56532
C 1.57731 -2.13457 2.32017
C -1.71784 -4.95947 0.01198
C 3.41871 2.35610 2.41046
C -1.40720 5.41315 -2.48467
C -1.50760 -4.45691 2.30301
C -2.72726 -0.58646 3.52782
C -1.88737 4.33305 -3.20903
C 2.30620 3.13557 -4.52132
C 3.73911 -2.51155 4.00528
C 0.02273 0.64479 -0.01624
C -0.97445 5.23845 -1.17308
C 5.13005 1.62045 0.88741
C 2.66662 -2.87015 1.85240
C -3.40188 -1.63217 1.31645
C -1.01232 3.97923 -0.59658
C 1.97558 3.73374 -3.31005
C 3.73519 -3.04795 2.70618
C -0.11390 -2.53586 -3.71110
C 4.76014 2.23509 2.07987
C -0.68676 -0.32190 -4.26662
C 2.42141 1.75557 -4.60591
C -3.57034 2.12435 1.08409
C 4.15817 1.12956 0.03178
C 2.66404 -1.79473 4.48752
C -1.32654 -3.22344 -3.16381
C -0.32144 -1.15441 2.61861
C 1.75398 2.94743 -2.19053
C -1.49004 2.88721 -1.32425
C -1.67594 -0.60728 2.36385
C 1.83955 1.55620 -2.27799
H -5.26601 2.85765 2.29342
H 2.67542 -3.27741 0.85268
H 5.52119 2.61671 2.74991
H 2.69917 1.29245 -5.54516
H 1.38799 1.93284 1.79454
H -0.77039 1.40018 2.43077
H -1.40977 -5.52058 2.53203
H -1.73232 -0.56639 -4.47077
H -0.88326 -3.89157 2.98778
H -2.11764 1.29683 4.45319
H 6.17740 1.52317 0.62966
H -0.63092 0.69280 -3.88697
H 4.60143 -2.66766 4.64034
H -1.37677 6.39750 -2.93645
H -2.55459 -4.15918 2.43023
H 1.52670 3.41674 -1.24144
H -0.10467 -2.60184 -4.80180
H -1.43124 -4.21931 -3.58761
H -4.52173 1.88374 4.38701
H 0.03225 -0.52859 4.59900
H 0.79197 -3.00705 -3.32718
H -2.23051 4.47283 -4.22673
H -2.77361 -4.66793 -0.06090
H -0.09704 -0.39867 -5.18423
H 2.26988 -0.11291 -3.54262
H 4.59559 -3.61195 2.36799
H -2.46628 -1.10705 4.44700
H -1.67690 -6.02995 0.24009
H -3.99363 2.52712 0.16831
H 0.04364 -4.90747 -1.18041
H 2.48801 3.74888 -5.39590
H -2.32798 2.22252 -3.17838
H -0.61035 6.08497 -0.60433
H -2.22688 -2.65149 -3.37260
H -1.43058 -5.37995 -2.04502
H 3.13133 2.83619 3.33847
H 2.65617 -1.38823 5.49144
H 1.90167 4.81191 -3.23560
H -3.95252 -2.08418 0.49530
H 4.44825 0.64512 -0.89514
H -0.66908 3.83878 0.42382
*
```

Output
**F_max**: 1.119 eV/Å
**HOMO level**: -0.3645 hartree
**E**: -4614.88135 Eh
**Kohn-Sham gap**: 7.81 eV
**Molar mass**: 826.90 g mol⁻¹

Löwdin population analysis, charges in e, atoms 1 to 4: atom 1 (Sc): 0.683, atom 2 (S): 0.404, atom 3 (S): 0.424, atom 4 (S): 1.044